122
Properties=species:S:1:pos:R:3:forces:R:3 method="wB97M-V/def2-TZVPD" charge=0 e_lumo_ev="-0.93 / -0.93" total_energy_ha=-6836.3788 orbital_gap_ev="5.65 / 5.65"
Sn 13.832 20.612 19.202 0.037 -0.141 0.163
C 17.496 18.945 28.420 1.735 -1.329 0.698
O 17.919 19.718 27.299 -0.562 -0.276 1.635
C 17.064 19.725 26.258 1.294 -0.224 -1.928
C 15.794 19.215 26.187 0.270 -1.374 2.226
C 15.124 19.099 24.992 -1.852 0.194 -0.822
C 15.628 19.571 23.806 1.750 1.107 0.002
C 17.018 20.010 23.889 -2.630 0.173 -0.573
C 17.712 20.111 25.056 0.058 -0.260 1.008
C 14.826 19.767 22.503 1.337 -3.232 1.430
C 14.039 20.819 22.373 -1.855 3.835 0.603
C 13.932 21.912 23.447 -0.969 -0.566 -1.698
C 13.127 22.858 22.891 -0.416 0.140 2.490
C 12.609 22.375 21.631 1.697 -0.068 -0.674
N 13.210 21.187 21.283 0.630 -0.234 1.739
C 11.827 23.135 20.809 -1.635 -0.073 -1.406
C 11.404 22.683 19.515 -0.893 0.174 -1.349
C 10.434 23.379 18.598 0.975 -0.453 0.375
C 10.376 22.642 17.454 0.622 0.003 0.060
C 11.296 21.491 17.571 -1.152 1.155 1.397
C 11.459 20.477 16.655 -0.692 0.496 -0.407
C 10.764 20.563 15.345 0.040 -0.505 -1.116
C 11.483 20.609 14.108 -0.257 0.635 1.600
C 10.780 20.483 12.958 -1.385 0.247 -0.711
C 9.369 20.365 12.900 1.310 -0.300 -0.438
O 8.868 20.380 11.612 -0.269 -0.101 0.860
C 7.436 20.274 11.531 1.447 -1.676 0.857
C 8.686 20.209 14.087 -0.376 0.865 -1.258
C 9.411 20.297 15.266 -0.725 -0.119 1.486
C 12.070 19.218 16.831 0.351 1.021 0.382
N 12.833 18.954 17.908 -0.244 0.444 0.155
C 13.156 17.670 17.783 1.821 -2.681 2.043
C 13.900 16.869 18.751 -0.705 2.006 0.207
C 13.919 15.450 18.461 1.929 -1.053 -0.424
C 15.054 14.932 17.856 1.319 -0.766 -0.868
C 15.239 13.566 17.588 -0.007 -0.588 -0.290
C 14.262 12.639 18.010 -0.299 1.094 -0.006
O 14.499 11.306 17.746 -0.491 1.272 0.399
C 13.333 10.507 17.838 -0.161 0.297 -0.558
C 13.087 13.156 18.637 1.914 -0.400 -0.947
C 12.976 14.544 18.819 -1.423 -1.810 0.731
C 14.498 17.329 19.934 -1.917 0.616 -1.463
C 15.251 16.611 20.910 -0.568 -0.273 -0.970
C 15.439 17.437 21.933 1.272 -1.278 1.424
C 14.783 18.616 21.636 -0.225 3.343 -0.114
N 14.204 18.626 20.426 0.930 -1.295 0.058
C 12.647 17.102 16.584 0.023 -0.970 0.640
C 11.955 18.075 16.000 -1.044 1.907 -1.299
N 11.801 21.572 18.875 1.209 -0.942 -0.171
C 11.118 24.380 21.286 3.969 -1.410 -1.241
C 9.966 24.239 21.916 -2.795 -0.040 -0.025
C 9.185 25.361 22.210 2.044 -0.448 -0.033
C 9.755 26.595 22.034 0.253 -0.817 -0.888
O 9.114 27.734 22.237 -2.160 1.185 0.656
C 7.649 27.665 22.497 2.514 0.296 2.143
C 11.038 26.701 21.463 0.093 2.244 0.603
C 11.732 25.614 21.070 -0.148 -0.422 0.343
H 18.283 18.977 29.235 -1.088 0.768 -0.924
H 17.512 17.864 28.195 -0.151 0.231 -0.499
H 16.494 19.140 28.759 -0.191 0.666 0.353
H 15.406 18.673 27.078 -0.024 0.742 -0.774
H 14.099 18.709 25.034 0.353 0.055 -0.128
H 17.347 20.407 22.970 1.048 0.260 -0.917
H 18.778 20.375 25.180 -0.756 0.082 -0.526
H 14.235 21.841 24.499 0.314 0.115 -0.815
H 12.757 23.766 23.449 0.432 -1.098 -0.983
H 9.984 24.348 18.822 -0.072 -0.539 -0.126
H 9.791 22.825 16.568 -0.035 0.170 0.033
H 12.551 20.849 14.101 -0.412 -0.348 -0.058
H 11.203 20.587 11.998 0.912 0.054 -0.891
H 7.198 20.007 10.522 -0.169 0.424 -0.612
H 7.032 21.183 11.905 -0.863 0.685 0.059
H 7.149 19.398 12.144 -0.267 0.542 -0.146
H 7.607 20.246 14.037 -0.055 -0.454 0.557
H 8.834 20.108 16.193 0.555 0.357 -0.452
H 15.845 15.629 17.566 -0.203 -0.221 0.000
H 16.100 13.142 16.993 -0.860 0.804 0.915
H 13.701 9.526 17.643 -0.072 -0.819 -0.441
H 12.587 10.848 17.060 0.523 -0.497 0.989
H 12.934 10.477 18.855 -0.208 0.247 -0.154
H 12.353 12.437 18.969 -0.304 0.475 0.109
H 12.085 14.826 19.332 -0.536 0.608 0.258
H 15.596 15.619 20.919 0.235 -1.140 -0.559
H 16.024 17.157 22.803 -0.300 0.468 0.022
H 12.632 16.100 16.210 0.477 -0.447 0.281
H 11.415 18.061 15.068 -0.062 -0.143 0.031
H 9.533 23.245 21.935 -0.056 0.003 0.455
H 8.252 25.196 22.607 -2.017 -0.043 0.871
H 7.378 28.672 22.231 -0.685 0.079 0.137
H 7.469 27.408 23.608 0.250 0.615 -1.656
H 7.206 26.901 21.916 -0.535 -0.536 -0.896
H 11.468 27.720 21.402 -0.359 -0.695 -0.122
H 12.734 25.683 20.673 -0.030 -0.025 -0.187
O 16.838 23.210 19.621 -0.438 0.889 0.462
H 16.039 22.759 19.356 -0.613 -0.075 -0.175
H 17.479 22.545 19.436 1.010 -0.676 -0.267
Br 14.536 23.126 15.702 0.234 -0.583 0.120
S 17.323 20.562 17.724 0.194 -0.042 -0.496
P 16.814 20.600 15.845 1.038 -0.238 0.959
S 14.798 20.941 15.456 -0.903 0.599 -0.261
C 16.845 18.979 15.031 -1.882 0.275 0.315
C 17.699 18.714 13.998 0.995 -1.425 -0.363
C 17.477 17.506 13.249 1.408 1.906 0.233
C 16.412 16.693 13.513 0.534 0.078 0.016
C 15.574 16.964 14.575 -0.488 -1.385 -0.508
C 15.756 18.102 15.296 -0.517 0.408 0.547
C 17.674 21.780 14.761 -1.471 -1.383 -0.154
C 17.259 21.793 13.442 1.934 1.551 -0.726
C 17.873 22.701 12.576 0.061 -0.904 0.614
C 18.854 23.587 13.030 -0.306 1.517 0.152
C 19.153 23.640 14.393 0.389 -1.305 0.776
C 18.604 22.630 15.244 1.106 1.120 1.324
H 18.607 19.357 13.901 -0.921 -0.687 -0.454
H 18.208 17.271 12.482 -0.243 -0.088 -0.065
H 16.250 15.828 12.922 -0.049 -0.703 -0.455
H 14.797 16.198 14.780 0.327 1.040 0.127
H 14.924 18.252 15.989 0.757 0.611 0.414
H 16.683 21.021 13.030 -1.222 -0.732 -0.358
H 17.636 22.574 11.543 -0.030 0.396 -0.643
H 19.279 24.368 12.342 -0.347 -1.071 0.716
H 19.897 24.322 14.828 -0.450 -0.240 -0.472
H 18.840 22.406 16.332 0.116 1.077 -1.318

---

125
Properties=species:S:1:pos:R:3:forces:R:3 method="wB97M-V/def2-TZVPD" charge=0 e_lumo_ev=0.12 total_energy_ha=-3757.6653 orbital_gap_ev=9.00
Na -1.007 -1.031 -0.038 0.022 0.329 0.058
N 1.140 0.742 0.016 -1.108 1.933 -1.058
O -0.039 1.222 0.247 1.206 -1.357 0.107
O 2.047 1.516 -0.269 0.410 0.352 0.424
O 1.341 -0.474 -0.039 -0.699 -1.196 0.479
F -0.975 -1.284 2.558 -0.573 -0.025 0.408
C -1.699 -1.257 3.737 0.060 0.737 -0.476
C -3.033 -0.935 3.732 -0.142 0.352 0.851
C -3.674 -0.790 4.975 0.120 -1.028 0.308
C -3.025 -1.127 6.176 0.746 0.544 -0.749
C -1.635 -1.347 6.121 0.259 0.336 1.472
C -0.994 -1.331 4.904 2.249 -0.352 -0.251
H -3.517 -0.667 2.821 -0.390 -0.055 -0.492
H -4.720 -0.507 5.017 0.070 0.011 -0.158
H -3.533 -1.073 7.133 -0.018 -0.024 -0.186
H -0.982 -1.404 7.050 -1.178 -0.063 -1.213
H 0.124 -1.301 4.797 -1.168 -0.441 0.374
F -1.656 -0.124 -2.141 0.784 -0.192 -0.388
C -0.667 0.250 -3.058 -1.325 0.097 1.160
C -0.357 1.587 -3.069 -0.348 0.672 0.595
C 0.505 2.017 -4.051 1.149 0.117 -0.230
C 1.006 1.131 -5.012 -2.162 -1.232 1.068
C 0.572 -0.213 -5.002 0.098 1.485 0.923
C -0.214 -0.685 -3.936 0.329 0.365 -1.484
H -0.842 2.279 -2.353 0.523 -0.564 -0.406
H 0.879 3.039 -4.073 -0.429 -0.049 0.035
H 1.457 1.549 -5.854 1.133 0.338 -1.124
H 0.749 -0.818 -5.858 0.375 -0.660 -0.333
H -0.614 -1.676 -3.966 -0.124 -0.487 0.205
F 0.476 5.778 4.641 0.203 -0.029 0.399
C 0.670 4.438 4.569 -0.431 -0.023 -0.331
C 0.593 3.666 5.730 -0.210 -0.282 -0.785
C 0.664 2.258 5.540 0.152 1.757 -0.034
C 0.915 1.719 4.302 -0.551 0.442 -1.371
C 0.941 2.545 3.148 0.656 -0.018 1.040
C 0.815 3.938 3.267 0.231 -0.872 0.288
H 0.412 4.156 6.706 0.143 -0.492 -0.755
H 0.496 1.624 6.363 0.039 -0.691 1.008
H 0.996 0.645 4.137 0.051 0.271 0.245
H 1.158 2.019 2.228 -0.253 0.505 -0.282
H 0.846 4.630 2.409 -0.065 -0.481 0.556
F -0.064 -2.988 -1.412 -1.331 0.453 0.736
C 1.014 -3.442 -2.035 2.033 1.084 -0.833
C 2.065 -2.552 -2.267 -1.508 0.879 0.854
C 3.212 -2.855 -2.904 0.166 -1.279 -0.541
C 3.322 -4.197 -3.304 1.077 0.334 0.192
C 2.340 -5.110 -3.086 -1.698 0.704 0.003
C 1.100 -4.676 -2.503 0.273 -4.060 -0.686
H 1.824 -1.601 -1.893 0.292 1.461 0.336
H 3.984 -2.132 -3.130 -0.050 0.033 0.208
H 4.250 -4.541 -3.703 0.486 -0.128 -0.504
H 2.461 -6.106 -3.483 -0.151 -0.187 0.257
H 0.301 -5.433 -2.384 0.389 0.707 -0.015
F -3.110 -2.527 -0.142 0.057 0.536 -0.127
C -3.589 -3.016 1.038 0.823 -0.094 -0.702
C -4.914 -2.882 1.322 -0.513 -0.796 1.750
C -5.329 -3.534 2.518 1.331 0.325 -0.604
C -4.383 -4.199 3.334 -2.063 -0.347 -0.966
C -3.096 -4.413 2.906 -0.714 0.835 -0.698
C -2.689 -3.753 1.762 1.020 -0.735 0.192
H -5.560 -2.346 0.653 -0.299 0.002 -0.105
H -6.375 -3.651 2.737 -0.244 0.374 0.235
H -4.799 -4.791 4.129 0.099 0.010 0.447
H -2.540 -5.203 3.331 0.973 -0.286 0.686
H -1.674 -3.919 1.397 -0.315 0.183 -0.139
F -2.888 0.589 0.308 -0.704 1.511 0.816
C -3.171 1.803 0.994 -0.902 -0.779 -0.681
C -2.505 2.013 2.188 -0.801 0.663 -1.118
C -2.679 3.223 2.814 0.572 1.455 0.489
C -3.495 4.208 2.226 0.155 0.363 1.359
C -4.320 3.899 1.161 2.016 -1.944 0.582
C -4.177 2.677 0.508 1.572 -0.851 0.609
H -1.813 1.334 2.574 0.937 -1.107 0.331
H -2.042 3.434 3.717 -0.876 -0.086 -0.994
H -3.513 5.231 2.648 -0.098 -0.807 -0.154
H -4.997 4.575 0.808 -1.682 1.792 -0.923
H -4.747 2.463 -0.373 -0.120 -0.293 -0.294
F 1.478 7.326 -2.577 -0.306 -0.301 0.078
C 0.654 6.456 -1.918 1.132 -0.281 -0.718
C 1.230 5.255 -1.482 -1.318 -0.255 0.953
C 0.429 4.392 -0.697 -0.709 0.857 0.340
C -0.928 4.714 -0.452 1.610 0.155 -0.340
C -1.413 5.889 -1.012 -1.659 -0.547 -0.619
C -0.675 6.776 -1.804 -0.425 0.194 0.456
H 2.250 5.013 -1.721 0.261 0.119 0.075
H 0.757 3.520 -0.142 0.633 -0.106 -0.715
H -1.523 4.020 0.162 0.129 0.580 -0.422
H -2.497 5.972 -0.984 0.071 0.582 0.231
H -1.116 7.683 -2.293 0.562 -1.049 0.667
F 2.317 -3.433 4.123 -0.237 -0.475 -0.124
C 2.871 -2.223 3.954 -0.257 -0.082 -1.353
C 2.759 -1.577 2.730 -0.176 0.299 -0.669
C 3.321 -0.293 2.585 -0.224 -0.641 0.224
C 3.984 0.273 3.660 -0.700 -0.608 0.426
C 4.029 -0.414 4.893 0.561 1.621 -1.786
C 3.529 -1.675 5.009 0.064 0.264 1.238
H 2.238 -2.020 1.866 0.230 0.099 0.694
H 3.193 0.285 1.667 0.118 -0.432 0.143
H 4.334 1.274 3.520 0.376 0.408 0.360
H 4.460 0.101 5.715 0.399 0.103 0.714
H 3.608 -2.144 5.972 -0.182 -0.510 0.090
F -2.278 -5.062 -3.484 0.464 -0.681 0.418
C -2.178 -4.242 -4.520 -1.059 2.146 -1.129
C -3.191 -3.263 -4.636 -0.424 -0.582 0.299
C -3.242 -2.403 -5.723 -0.934 0.467 -0.132
C -2.238 -2.482 -6.706 -0.850 0.377 1.158
C -1.195 -3.348 -6.531 0.089 -0.802 1.409
C -1.156 -4.254 -5.441 1.051 -0.954 0.136
H -3.981 -3.282 -3.871 0.400 0.178 -0.368
H -4.106 -1.652 -5.829 1.511 -1.282 0.223
H -2.285 -1.787 -7.508 0.203 0.354 -0.688
H -0.329 -3.287 -7.133 0.597 -0.163 -0.873
H -0.313 -4.988 -5.290 -0.951 1.010 -0.361
F 6.120 -0.321 -5.851 0.249 0.367 1.244
C 5.789 0.082 -4.557 -1.233 -0.782 -2.345
C 4.437 0.315 -4.374 -0.997 -0.517 -1.100
C 4.006 0.688 -3.116 -0.485 0.094 0.645
C 4.931 0.854 -2.076 1.739 -1.574 -1.582
C 6.317 0.459 -2.275 -2.399 1.767 0.768
C 6.710 0.103 -3.567 0.327 0.295 1.905
H 3.698 0.079 -5.217 1.313 0.561 1.305
H 2.917 0.781 -2.897 1.025 0.164 -0.233
H 4.513 1.118 -1.151 -0.069 0.391 1.328
H 7.024 0.602 -1.418 -0.604 -0.468 -1.105
H 7.722 -0.167 -3.663 1.048 -0.313 -0.761